1.
This record from OMol25 describes one molecule with the formula C4H7NS at a distorted geometry. The level of theory is the ωB97M-V functional and the def2-TZVPD basis.

The relative energy (zero: lowest compared OMol25 entry of this formula, charge and spin) is 76.0 kcal/mol. The HOMO-LUMO gap (alpha / beta) is 0.2704 / 0.2637 Eh.

Geometry as ORCA input:
```
! RIJCOSX wB97M-V def2-TZVPD def2/J DEFGRID3
* xyz 0 1
C -1.19108 1.19688 -0.00874
C -2.38594 -1.45779 -0.04270
C 0.95532 0.16630 0.27091
C 2.37891 0.30881 -0.13091
N 0.10325 1.05614 -0.05647
S -2.58930 0.18828 0.00009
H -1.54698 2.21292 0.07200
H -1.46624 -1.93800 0.22432
H -3.17386 -2.02214 -0.49700
H 0.69651 -0.71875 0.85865
H 2.67396 -0.52654 -0.76705
H 3.02186 0.29479 0.74893
H 2.52358 1.23910 -0.67203
*
```

=====

2.
This record from OMol25 describes C4H7NS as an isolated structure at a distorted geometry. The level of theory is the ωB97M-V functional and the def2-TZVPD basis.

The relative energy (zero: lowest compared OMol25 entry of this formula, charge and spin) is 105.3 kcal/mol. The HOMO-LUMO gap is 0.3131 Eh.

Geometry as ORCA input:
```
! RIJCOSX wB97M-V def2-TZVPD def2/J DEFGRID3
* xyz 0 1
C 1.69425 0.63365 -0.31766
C 0.24186 0.62866 0.08347
C -0.10049 -0.33252 1.27703
C -1.73545 -0.78828 -0.86151
H 2.15877 -0.23387 0.47499
H 1.63061 0.34552 -1.42602
H 2.08316 1.92212 -0.26570
H -0.26859 1.44798 -0.08189
H -1.03552 -0.08356 2.03990
H 0.72449 -0.91337 1.51795
H -1.58144 -0.50475 -1.91103
N -0.53922 -0.59706 -0.18128
S -3.27243 -1.52454 -0.34826
*
```

=====

3.
This record from OMol25 describes one molecule with the formula C4H7NS at a distorted geometry. The level of theory is the ωB97M-V functional and the def2-TZVPD basis.

The relative energy (zero: lowest compared OMol25 entry of this formula, charge and spin) is 85.5 kcal/mol. The HOMO-LUMO gap (alpha / beta) is 0.1900 / 0.2791 Eh.

Geometry as ORCA input:
```
! RIJCOSX wB97M-V def2-TZVPD def2/J DEFGRID3
* xyz 0 3
C -1.71556 1.28065 -0.34345
C 0.06935 -2.10266 -0.36587
C -0.68698 1.06028 0.43966
C 0.70569 -1.11508 0.22668
N 2.18211 0.92994 0.40846
S 0.99604 0.51088 -0.50161
H -2.68394 1.60659 0.00518
H -1.63638 1.12600 -1.40861
H -0.12595 -3.03645 0.13738
H -0.29404 -2.02231 -1.37716
H -0.60649 1.20043 1.50052
H 1.09770 -1.15549 1.23132
H 2.69845 1.71721 0.04750
*
```

=====

4.
This record from OMol25 describes C4H7NS2 as an isolated structure at a distorted geometry. The level of theory is the ωB97M-V functional and the def2-TZVPD basis.

The relative energy (zero: lowest compared OMol25 entry of this formula, charge and spin) is 160.3 kcal/mol. The HOMO-LUMO gap is 0.2666 Eh.

Geometry as ORCA input:
```
! RIJCOSX wB97M-V def2-TZVPD def2/J DEFGRID3
* xyz 0 1
C -1.16766 -0.18740 0.14801
C -2.41737 0.02843 0.54827
C 2.17927 1.51913 -0.49558
C -0.78477 -1.31526 -0.67882
N -0.20500 0.74157 0.53171
S 1.35786 -1.85716 0.20620
S 1.33811 0.37060 0.43226
H -2.64359 0.78213 1.27592
H -3.30611 -0.52211 0.23244
H 3.14842 1.58795 -0.20201
H 2.18136 1.52112 -1.52886
H -1.24933 -2.39231 -0.52828
H -0.39976 -1.21057 -1.64927
H 1.96855 0.93387 1.70801
*
```

=====

5.
This record from OMol25 describes a 2-piece molecular cluster, C4H7NS2 overall at a distorted geometry. The level of theory is the ωB97M-V functional and the def2-TZVPD basis.

The relative energy (zero: lowest compared OMol25 entry of this formula, charge and spin) is 118.9 kcal/mol. The HOMO-LUMO gap (alpha / beta) is 0.2459 / 0.2477 Eh.

Geometry as ORCA input:
```
! RIJCOSX wB97M-V def2-TZVPD def2/J DEFGRID3
* xyz 0 1
C -2.78929 0.30602 0.15690
C 0.09332 0.18418 -1.27818
C 0.16927 0.22566 0.21882
C 1.56124 0.03936 0.89054
N -0.55063 -0.74275 -0.47591
S -2.62766 1.83579 0.12579
S -3.39532 -1.18397 0.06601
H -0.64677 0.94914 -1.82186
H 0.92781 -0.19638 -1.78703
H -0.38848 1.02437 0.68008
H 1.45322 -0.27916 1.86095
H 1.92672 1.03968 0.82724
H 2.18035 -0.54708 0.24973
H -4.66802 -0.97041 0.44763
*
```

=====

6.
This record from OMol25 describes one molecule with the formula C4H7NS2 at a distorted geometry. The level of theory is the ωB97M-V functional and the def2-TZVPD basis.

The SMILES is S=CNC/C=C/S. The relative energy (zero: lowest compared OMol25 entry of this formula, charge and spin) is 32.9 kcal/mol. The HOMO-LUMO gap is 0.3273 Eh.

Geometry as ORCA input:
```
! RIJCOSX wB97M-V def2-TZVPD def2/J DEFGRID3
* xyz 0 1
S 3.69965 -1.38639 -0.06656
C 2.16108 -0.85906 0.26755
N 1.76203 0.34593 -0.29087
C 0.48375 1.02566 -0.23399
C -0.57661 0.04165 -0.57646
C -1.47283 -0.45144 0.28048
S -2.45998 -1.82611 -0.16319
H 1.52800 -1.50123 0.92780
H 2.56966 0.92730 -0.59651
H 0.54174 1.77666 -0.96366
H 0.30734 1.50479 0.70984
H -0.54299 -0.40787 -1.60457
H -1.79884 -0.21094 1.32866
H -2.27880 -2.42657 1.11042
*
```

=====

7.
This record from OMol25 describes one molecule with the formula C4H7NS3 at a distorted geometry. The level of theory is the ωB97M-V functional and the def2-TZVPD basis.

The relative energy (zero: lowest compared OMol25 entry of this formula, charge and spin) is 21.9 kcal/mol. The HOMO-LUMO gap is 0.3160 Eh.

Geometry as ORCA input:
```
! RIJCOSX wB97M-V def2-TZVPD def2/J DEFGRID3
* xyz 0 1
C -3.13050 -0.18842 -1.79462
C -1.15657 -0.96572 -0.10707
C 2.08048 1.07464 0.54040
C 2.89468 0.35866 1.55905
H -2.91858 -1.19058 -2.11450
H -3.84815 -0.03442 -0.99240
H -3.40593 0.46256 -2.58045
H 2.36701 2.00015 0.15644
H 3.85883 0.81352 1.73866
H 2.46455 0.26648 2.53634
H 3.18457 -0.67381 1.24598
N 0.92890 0.69895 0.12031
S -1.56341 0.41939 -1.15018
S -2.11402 -2.24548 0.16933
S 0.35814 -0.79592 0.67269
*
```

=====

8.
This record from OMol25 describes one molecule with the formula C4H7NSi at a distorted geometry. The level of theory is the ωB97M-V functional and the def2-TZVPD basis.

The SMILES is C#C/C=C\[SiH2]N. The relative energy (zero: lowest compared OMol25 entry of this formula, charge and spin) is 32.3 kcal/mol. The HOMO-LUMO gap is 0.3482 Eh.

Geometry as ORCA input:
```
! RIJCOSX wB97M-V def2-TZVPD def2/J DEFGRID3
* xyz 0 1
C -2.07885 1.52105 1.83793
C -1.21070 1.22003 1.06790
C 0.02405 1.52568 0.43016
C 0.78949 0.57129 -0.13923
Si 0.24596 -1.17824 -0.33380
N 0.68933 -1.81350 -1.85151
H -2.91071 1.93291 2.33593
H 0.03311 2.64334 0.46570
H 1.81771 0.83261 -0.34823
H -1.31421 -1.26781 -0.29961
H 1.40959 -1.63974 0.22642
H 0.76191 -2.83679 -1.57759
H 1.74332 -1.51083 -1.81407
*
```

=====

9.
This record from OMol25 describes C4H7O2P as an isolated structure at a distorted geometry. The level of theory is the ωB97M-V functional and the def2-TZVPD basis.

The relative energy (zero: lowest compared OMol25 entry of this formula, charge and spin) is 48.1 kcal/mol. The HOMO-LUMO gap is 0.3993 Eh.

Geometry as ORCA input:
```
! RIJCOSX wB97M-V def2-TZVPD def2/J DEFGRID3
* xyz 0 1
C -0.24884 1.49030 -0.70973
C -0.45751 0.46986 -1.47993
C 0.15780 1.04804 0.75597
C 0.59705 -0.41541 0.71879
O -1.23010 -2.06108 -0.44960
O 0.26257 -1.12590 1.93409
P -0.12233 -1.13369 -0.79038
H -0.52029 2.55226 -0.91091
H -0.75618 0.42964 -2.56029
H 0.88284 1.73121 1.03023
H -0.83730 1.06885 1.35766
H 1.93332 -0.51057 0.88555
H -0.45988 -1.81528 1.93204
H 0.79884 -1.72823 -1.71347
*
```